Record 1
DFT (ωB97M-V/def2-TZVPD) results for 4 unconnected molecules or ions with the total composition C5H14O3 in a non-equilibrium geometry.

Each line ends with the natural charge from an NBO analysis.
Geometry (Å):
1 C 1.6148 -2.2335 -0.1379  -0.625
2 C 1.0406 -0.8674 -0.6732  -0.294
3 C 0.9637 0.2300 0.0840  -0.301
4 C 0.3981 1.5343 -0.3726  -0.314
5 C 0.2779 2.6000 0.4928  -0.636
6 H 1.0615 -2.4969 0.7649  0.208
7 H 2.5930 -2.1994 -0.1057  0.177
8 H 1.3884 -3.0586 -0.9055  0.173
9 H 0.9794 -0.8950 -1.7840  0.168
10 H 1.1081 0.1345 1.0916  0.191
11 H -0.0226 1.6269 -1.3402  0.150
12 H -0.2293 3.5315 0.0113  0.155
13 H 0.4691 2.5384 1.4851  0.155
14 H 1.3612 0.4367 3.7698  0.451
15 H 0.1846 -0.4492 3.8867  0.440
16 O 1.0476 -0.4563 3.6363  -0.984
17 H -3.8969 -1.9892 -0.3648  0.449
18 H -3.9727 -1.8420 1.1837  0.442
19 O -3.6430 -1.4022 0.4453  -0.979
20 H -1.1424 1.5886 -3.1154  0.464
21 H 0.2984 1.3737 -3.4211  0.467
22 O -0.6484 1.1234 -3.7710  -0.955

Forces on the atoms, in the same order (eV/Å):
C -6.4 0.0 -2.2
C 1.2 -2.8 -1.3
C -2.0 2.6 -3.3
C 1.6 -1.5 2.5
C -2.0 1.7 -4.7
H 0.7 -0.1 0.2
H 5.2 0.1 0.9
H 0.1 1.1 1.0
H -0.2 0.6 0.8
H 0.5 -0.1 2.6
H -0.1 -0.1 -0.8
H 0.9 -1.5 1.4
H 0.8 0.1 2.9
H 0.1 0.4 -0.1
H -4.0 0.1 1.0
O 3.9 -0.4 -0.9
H 0.8 1.6 2.3
H -0.9 -1.3 2.0
O 0.1 -0.3 -4.3
H -1.0 0.4 0.7
H -2.4 -1.0 -1.1
O 3.4 0.5 0.3

Values from the calculation:
LUMO (alpha / beta) (eV): 3.5 / 3.4
Kohn-Sham gap (alpha / beta) (eV): 2.62 / 7.03
Multiplicity: 2
ΔE to the lowest compared entry with this formula, charge and spin (kcal per mole): 76.95
Net charge: -1
M (g/mol): 122.2
Largest force on an atom (eV/A): 6.769

=====

Record 2
DFT (ωB97M-V/def2-TZVPD) results for 4 unconnected molecules or ions with the total composition C5H14O3 in a non-equilibrium geometry.

Each line ends with the natural charge from an NBO analysis.
Geometry (Å):
1 C -0.2173 1.7929 2.0479  -0.086
2 C 0.8518 2.0701 1.2985  -0.255
3 C -0.2989 0.5934 3.0038  -0.530
4 C 0.2561 -0.5231 2.2120  0.013
5 C -0.6485 -1.2290 1.4328  -0.089
6 H -1.1544 2.3303 2.0158  0.245
7 H 0.8039 2.8776 0.5730  0.230
8 H 1.8453 1.6374 1.3132  0.222
9 H 0.0897 0.6269 4.0189  0.273
10 H -1.3779 0.4373 3.1352  0.264
11 H 1.2424 -0.8531 2.5168  0.247
12 H -0.3900 -2.0715 0.7999  0.232
13 H -1.6192 -0.8031 1.2115  0.227
14 H 0.8094 -1.4995 -1.7560  0.471
15 H 2.2483 -1.0812 -2.0950  0.477
16 O 1.6126 -1.8122 -2.1790  -0.939
17 H -0.9799 -0.9907 -3.9452  0.466
18 H 0.5735 -0.9906 -3.7383  0.490
19 O -0.1711 -0.4701 -4.0038  -0.965
20 H -1.8733 0.0740 -2.1462  0.490
21 H -0.8015 0.9382 -1.5935  0.479
22 O -1.3432 0.2039 -1.3417  -0.964

Forces on the atoms, in the same order (eV/Å):
C -0.1 -1.2 1.3
C 0.5 0.8 -1.1
C -0.6 0.0 0.2
C -1.1 -0.1 1.1
C 0.8 0.6 -1.5
H 0.1 0.2 -0.6
H -0.2 0.2 0.2
H -0.3 -0.6 0.4
H 0.4 0.6 -0.2
H 0.1 0.0 0.0
H 0.2 -0.2 -0.8
H 0.2 -0.3 0.5
H -0.1 0.0 0.3
H -0.2 0.2 0.1
H -0.2 -0.4 0.0
O 0.4 0.3 0.0
H 0.5 -0.3 -0.2
H 0.5 -0.9 0.3
O -1.1 1.2 -0.4
H 0.2 -0.1 0.4
H 0.7 0.7 -0.3
O -0.7 -0.7 0.1

Values from the calculation:
LUMO (alpha / beta) (eV): -4.4 / -8.5
Kohn-Sham gap (alpha / beta) (eV): 9.47 / 5.37
Multiplicity: 2
ΔE to the lowest compared entry with this formula, charge and spin (kcal per mole): 20.39
Net charge: +1
M (g/mol): 122.2
Largest force on an atom (eV/A): 1.780

=====

Record 3
DFT (ωB97M-V/def2-TZVPD) results for 2 unconnected molecules or ions with the total composition C5H14O4 in a non-equilibrium geometry.

Each line ends with the natural charge from an NBO analysis.
Geometry (Å):
1 C -0.3458 2.1131 1.8755  -0.621
2 C -0.1323 1.8710 0.3868  -0.629
3 C -1.6126 1.0700 -0.3548  0.473
4 O -1.3796 0.8666 -1.6733  -0.738
5 O -1.9900 -0.0003 0.3766  -0.738
6 H -1.3552 2.4794 2.0667  0.213
7 H -0.2444 1.1823 2.4336  0.209
8 H 0.3517 2.8576 2.2634  0.210
9 H -0.2872 2.8017 -0.1619  0.240
10 H 0.9197 1.7347 0.1037  0.226
11 H -2.3366 1.8749 -0.2334  0.159
12 H -0.8815 0.0227 -1.8157  0.501
13 H -1.2060 -0.6208 0.4299  0.497
14 C 1.7007 -2.7222 -0.4271  -0.645
15 C 1.0507 -1.3764 -0.7007  0.371
16 O 0.0648 -1.4883 -1.7464  -0.748
17 O 0.4761 -0.8745 0.4582  -0.803
18 H 0.9586 -3.4096 -0.0183  0.212
19 H 2.4955 -2.6014 0.3055  0.227
20 H 2.1147 -3.1382 -1.3441  0.223
21 H 1.7818 -0.6717 -1.1184  0.151
22 H -0.5245 -2.2260 -1.5361  0.478
23 H 0.3814 0.2554 0.4300  0.532

Forces on the atoms, in the same order (eV/Å):
C 0.1 -0.2 -0.2
C -2.4 0.8 -0.8
C 2.7 1.4 1.2
O 0.1 -0.5 -0.9
O 0.2 -1.2 0.4
H 0.0 0.0 -0.1
H 0.1 0.0 0.2
H 0.0 -0.1 0.1
H -0.1 0.2 0.1
H 0.1 -0.8 0.0
H 0.0 -0.1 0.0
H -0.3 0.5 0.2
H -1.0 0.5 0.0
C -0.2 0.3 0.1
C 0.1 0.0 -0.6
O 0.2 -0.1 0.2
O -0.1 3.1 0.5
H 0.0 0.0 0.0
H 0.0 0.0 0.0
H 0.0 0.0 0.0
H -0.1 -0.1 0.1
H 0.1 0.0 0.0
H 0.5 -3.8 -0.3

Values from the calculation:
LUMO (eV): 0.8
Kohn-Sham gap (eV): 10.08
Multiplicity: 1
ΔE to the lowest compared entry with this formula, charge and spin (kcal per mole): 55.39
M (g/mol): 138.2
Largest force on an atom (eV/A): 3.809

=====

Record 4
DFT (ωB97M-V/def2-TZVPD) results for 2 unconnected molecules or ions with the total composition C5H14OS in a non-equilibrium geometry.

Each line ends with the natural charge from an NBO analysis.
Geometry (Å):
1 C 1.0156 0.8618 -1.0935  -0.618
2 C 0.6152 -0.6139 -0.9801  -0.401
3 C 0.2121 -0.9834 0.4426  -0.411
4 C -0.8322 -0.0718 1.0766  -0.540
5 S -2.3617 0.1013 0.1434  0.192
6 C -2.9815 -1.5825 0.2070  -0.754
7 H 1.5536 1.1575 -0.1934  0.185
8 H 0.0870 1.4341 -1.1015  0.213
9 H 1.4885 1.0229 -2.0551  0.215
10 H -0.2812 -0.7354 -1.5936  0.206
11 H 1.4258 -1.2295 -1.3515  0.203
12 H -0.1459 -2.0100 0.4700  0.204
13 H 1.0993 -1.0059 1.0943  0.205
14 H -0.4830 0.9344 1.2669  0.230
15 H -1.0538 -0.4752 2.0724  0.215
16 H -2.8591 -1.9692 1.2202  0.215
17 H -4.0355 -1.5392 -0.0313  0.232
18 H -2.4961 -2.2355 -0.5218  0.211
19 O 3.2757 2.9805 0.7142  -0.932
20 H 3.7672 3.6097 0.1718  0.465
21 H 2.9900 2.3493 0.0424  0.466

Forces on the atoms, in the same order (eV/Å):
C -1.1 -0.6 0.1
C -0.4 0.6 0.2
C 0.6 -0.1 0.1
C 0.0 -0.6 0.5
S -0.1 0.3 -0.1
C 0.2 -0.1 0.0
H 0.4 0.1 -0.3
H 0.1 0.3 0.0
H 0.5 0.3 0.1
H 0.2 -0.3 -0.3
H 0.0 -0.4 0.0
H -0.2 -0.2 -0.1
H -0.1 0.2 -0.1
H 0.2 0.3 -0.2
H -0.2 0.1 -0.1
H -0.1 -0.1 -0.1
H -0.2 0.0 0.0
H 0.0 0.0 0.2
O 0.1 0.0 -0.5
H 0.0 0.1 0.3
H -0.1 -0.1 0.2

Values from the calculation:
LUMO (eV): 0.9
Kohn-Sham gap (eV): 9.41
Multiplicity: 1
ΔE to the lowest compared entry with this formula, charge and spin (kcal per mole): 1.36
M (g/mol): 122.2
Largest force on an atom (eV/A): 1.218

=====

Record 5
DFT (ωB97M-V/def2-TZVPD) results for 2 unconnected molecules or ions with the total composition C5H14P2 in a non-equilibrium geometry.

Each line ends with the natural charge from an NBO analysis.
Geometry (Å):
1 C -1.6592 0.1017 -2.1684  -0.613
2 C -1.1988 1.3579 0.0073  -0.647
3 C 0.7024 0.5478 -1.3509  -0.614
4 C 0.5444 -0.3986 2.9029  -0.686
5 C -0.7070 0.2276 -0.9116  -0.276
6 P 2.0207 -0.9467 2.1763  0.294
7 P -0.9433 -1.3376 0.1568  0.307
8 H -1.1804 -0.3022 -3.0106  0.212
9 H -2.4566 -0.4320 -1.7959  0.209
10 H -1.9396 1.1158 -2.2250  0.206
11 H -1.1421 2.3272 -0.4108  0.211
12 H -0.5398 1.4049 0.8299  0.210
13 H -2.1976 1.3782 0.4127  0.222
14 H 0.5667 1.3383 -1.9670  0.201
15 H 1.1827 0.7113 -0.3173  0.210
16 H 1.2351 -0.2130 -1.8921  0.216
17 H -0.3902 -0.7793 2.5142  0.221
18 H 0.5745 0.5718 3.1415  0.177
19 H 3.2521 -0.6209 2.8300  0.001
20 H 2.2155 -2.1399 2.9260  -0.010
21 H -0.2046 -2.3772 -0.6392  -0.051

Forces on the atoms, in the same order (eV/Å):
C 1.9 1.1 2.7
C 0.0 -0.4 -0.2
C 0.3 -2.1 4.2
C 0.2 -1.9 -0.4
C -1.3 -1.6 -0.4
P 1.4 -2.1 -0.4
P 0.6 -0.6 -1.3
H 0.4 -0.5 -1.1
H -2.2 -1.4 0.0
H -0.7 1.2 -1.2
H 0.4 1.1 -1.2
H 0.8 0.0 1.3
H -0.6 -0.9 0.0
H 0.4 3.1 -1.6
H 0.3 0.4 -2.1
H 0.0 -0.6 0.0
H 0.2 -0.3 0.4
H -0.4 3.7 1.2
H -0.7 1.2 0.3
H -0.4 -0.5 -0.6
H -0.6 1.2 0.5

Values from the calculation:
LUMO (alpha / beta) (eV): -0.7 / -0.3
Kohn-Sham gap (alpha / beta) (eV): 7.22 / 7.65
Multiplicity: 1
ΔE to the lowest compared entry with this formula, charge and spin (kcal per mole): 120.26
M (g/mol): 136.1
Largest force on an atom (eV/A): 4.663